Entry 1:
Computed, not measured: a 2-piece molecular cluster, C6H13NO3 overall, with ωB97M-V/def2-TZVPD.

The LUMO energy comes out at 0.714 eV. Its SMILES is C[C@H]1CNC(=O)COC1.O. The energy above the lowest of the compared OMol25 structures with the same formula, charge and spin comes out at 112.4 kJ/mol. As for the highest occupied orbital energy: -9.431 eV.

Geometry as ORCA input:
```
! wB97M-V def2-TZVPD RIJCOSX def2/J DEFGRID3
* xyz 0 1
C -0.573 1.489 -2.374
C -0.235 0.914 -1.000
C -1.114 -0.305 -0.717
N -1.075 -0.794 0.661
C -0.021 -1.437 1.240
O -0.165 -2.158 2.220
C 1.347 -1.249 0.593
O 1.675 0.083 0.316
C 1.254 0.587 -0.935
H -0.462 0.726 -3.159
H -1.607 1.858 -2.402
H 0.094 2.327 -2.623
H -0.448 1.676 -0.234
H -2.159 -0.038 -0.913
H -0.856 -1.119 -1.416
H -1.969 -1.057 1.061
H 2.086 -1.641 1.303
H 1.387 -1.871 -0.322
H 1.512 -0.135 -1.733
H 1.839 1.500 -1.107
O 0.201 0.334 3.897
H -0.447 0.649 3.237
H -0.263 -0.336 4.405
*
```

Löwdin population analysis, charges in e, atoms 1 to 5: C -0.075; C -0.354; C -0.156; N 0.075; C -0.465

=====

Entry 2:
Computed, not measured: C6H13NO3Si in the gas phase, with ωB97M-V/def2-TZVPD.

The LUMO energy comes out at -0.143 eV. Its SMILES is C[Si](C)(CO)C/C=C/[N+](=O)[O-]. The energy above the lowest of the compared OMol25 structures with the same formula, charge and spin comes out at 655.7 kJ/mol. As for the highest occupied orbital energy: -10.022 eV.

Geometry as ORCA input:
```
! wB97M-V def2-TZVPD RIJCOSX def2/J DEFGRID3
* xyz 0 1
C 0.386 -0.703 2.283
Si -0.768 -0.013 0.840
C -2.535 -0.572 1.298
C -0.785 1.882 0.672
O -1.505 2.414 -0.458
C -0.230 -1.041 -0.709
C 1.113 -0.733 -1.155
C 1.580 -0.197 -2.265
N 3.014 -0.164 -2.541
O 3.430 0.273 -3.600
O 3.743 -0.599 -1.669
H -0.235 -1.066 3.064
H 0.957 -1.458 1.912
H 1.078 0.056 2.681
H -3.366 -0.452 0.480
H -2.661 -1.624 1.478
H -2.886 0.036 1.998
H -1.423 2.380 1.598
H 0.152 2.406 0.571
H -0.960 3.143 -0.887
H -0.849 -1.029 -1.607
H -0.130 -2.070 -0.407
H 1.940 -0.914 -0.570
H 0.938 0.046 -3.007
*
```

Löwdin population analysis, charges in e, atoms 1 to 5: C -0.136; Si 0.691; C -0.174; C -0.321; O -0.183

=====

Entry 3:
Computed, not measured: C6H13NO4 in the gas phase, with ωB97M-V/def2-TZVPD.

The LUMO energy comes out at 0.696 eV. Its SMILES is OC[C@H]1N[C@H](CO)[C@H](O)[C@H]1O. The energy above the lowest of the compared OMol25 structures with the same formula, charge and spin comes out at 217.7 kJ/mol. As for the highest occupied orbital energy: -9.513 eV.

Geometry as ORCA input:
```
! wB97M-V def2-TZVPD RIJCOSX def2/J DEFGRID3
* xyz 0 1
O -2.544 -1.133 -0.004
C -1.767 -1.349 -1.207
C -0.490 -0.570 -1.219
N -0.863 0.726 -0.370
C 0.119 1.105 0.656
C 1.167 2.013 0.093
O 0.739 3.400 -0.129
C 0.606 -0.329 1.088
O 1.876 -0.409 1.761
C 0.588 -1.156 -0.132
O 0.324 -2.557 0.310
H -2.400 -0.189 0.166
H -1.640 -2.512 -1.366
H -2.474 -0.955 -2.008
H -0.011 -0.452 -2.157
H -0.871 1.412 -1.035
H -0.388 1.405 1.626
H 1.565 1.706 -0.882
H 1.996 2.051 0.768
H 0.599 3.920 0.659
H -0.114 -0.717 1.851
H 1.783 -1.053 2.521
H 1.582 -1.259 -0.565
H 0.618 -3.098 -0.424
*
```

Löwdin population analysis, charges in e, atoms 1 to 5: O -0.099; C -0.231; C -0.138; N 0.019; C -0.243

=====

Entry 4:
Computed, not measured: a 2-piece molecular cluster, C6H13NO4 overall, with ωB97M-V/def2-TZVPD.

The LUMO energy comes out at 0.592 eV. The energy above the lowest of the compared OMol25 structures with the same formula, charge and spin comes out at 351.5 kJ/mol. As for the highest occupied orbital energy: -8.966 eV.

Geometry as ORCA input:
```
! wB97M-V def2-TZVPD RIJCOSX def2/J DEFGRID3
* xyz 0 1
C 0.610 1.065 2.096
C -0.548 -2.470 -0.552
C -2.245 -0.642 -0.188
C -0.101 2.571 -0.006
C 2.251 -0.357 -1.043
C 0.753 0.495 0.484
N -0.956 -1.205 0.071
O -0.471 0.897 2.577
O 1.742 1.508 2.268
O 0.478 1.384 -0.424
O 1.655 -0.393 0.230
H -0.469 -2.232 -1.651
H 0.671 -2.544 -0.429
H -1.030 -3.385 -0.164
H -3.188 -1.214 -0.009
H -2.341 0.222 0.615
H -2.349 -0.260 -1.274
H 0.568 3.184 0.506
H -0.984 2.506 0.803
H -0.455 3.258 -0.801
H 2.817 -1.251 -1.059
H 2.924 0.538 -1.155
H 1.521 -0.380 -1.925
H -0.854 -1.295 1.030
*
```

Löwdin population analysis, charges in e, atoms 1 to 5: C -0.651; C -0.100; C -0.143; C -0.065; C -0.047

=====

Entry 5:
Computed, not measured: C6H13NO4 in the gas phase, with ωB97M-V/def2-TZVPD.

The LUMO energy comes out at 0.197 eV. Its SMILES is CC(C)OC(C)(C)OON=O. The energy above the lowest of the compared OMol25 structures with the same formula, charge and spin comes out at 546.0 kJ/mol. As for the highest occupied orbital energy: -10.417 eV.

Geometry as ORCA input:
```
! wB97M-V def2-TZVPD RIJCOSX def2/J DEFGRID3
* xyz 0 1
C -0.077 -3.039 -0.268
C -0.383 -1.573 0.018
C -1.592 -1.085 -0.771
O 0.790 -0.805 -0.248
C 0.692 0.595 0.048
C 0.456 0.822 1.540
C 1.994 1.261 -0.399
O -0.349 1.240 -0.645
O -0.296 2.675 -0.272
N -1.520 3.187 -0.329
O -1.589 4.328 0.014
H -0.910 -3.689 0.000
H 0.146 -3.184 -1.323
H 0.801 -3.358 0.294
H -0.576 -1.466 1.097
H -2.455 -1.741 -0.638
H -1.882 -0.081 -0.459
H -1.358 -1.040 -1.835
H -0.555 0.535 1.822
H 1.167 0.253 2.133
H 0.568 1.878 1.774
H 2.107 1.160 -1.477
H 1.965 2.321 -0.160
H 2.855 0.807 0.084
*
```

Löwdin population analysis, charges in e, atoms 1 to 5: C -0.039; C -0.430; C -0.037; O -0.031; C -0.590

=====

Entry 6:
Computed, not measured: C6H13NO4S in the gas phase, with ωB97M-V/def2-TZVPD.

The LUMO energy comes out at 0.700 eV. Its SMILES is CCO/C=C(/[C@H](N)O)S(C)(=O)=O. The energy above the lowest of the compared OMol25 structures with the same formula, charge and spin comes out at 336.2 kJ/mol. As for the highest occupied orbital energy: -8.828 eV.

Geometry as ORCA input:
```
! wB97M-V def2-TZVPD RIJCOSX def2/J DEFGRID3
* xyz 0 1
C 3.469 0.576 -1.258
C 2.889 0.224 0.081
O 1.572 -0.384 -0.113
C 0.536 0.581 0.063
C -0.678 0.253 0.097
C -1.935 1.518 -0.197
N -2.909 1.487 0.856
O -2.322 1.261 -1.487
S -1.584 -1.082 0.700
C -0.556 -2.584 0.536
O -1.983 -0.724 2.021
O -2.668 -1.332 -0.191
H 2.954 1.505 -1.651
H 4.474 0.717 -1.332
H 3.204 -0.378 -1.833
H 2.866 0.998 0.783
H 3.625 -0.456 0.622
H 0.892 1.625 -0.237
H -1.447 2.421 -0.019
H -3.681 0.835 0.649
H -2.599 1.141 1.775
H -2.905 0.425 -1.493
H -0.450 -3.058 1.525
H -1.138 -3.244 0.003
H 0.376 -2.326 0.100
*
```

Löwdin population analysis, charges in e, atoms 1 to 5: C -0.072; C -0.270; O -0.128; C -0.132; C -0.189

=====

Entry 7:
Computed, not measured: a 2-piece molecular cluster, C6H13NO5 overall, with ωB97M-V/def2-TZVPD.

The LUMO energy comes out at -0.319 eV. Its SMILES is C=C(OCCOCC)[N+](=O)[O-].O. The energy above the lowest of the compared OMol25 structures with the same formula, charge and spin comes out at 693.8 kJ/mol. As for the highest occupied orbital energy: -9.549 eV.

Geometry as ORCA input:
```
! wB97M-V def2-TZVPD RIJCOSX def2/J DEFGRID3
* xyz 0 1
C -1.595 -0.325 1.956
C -1.751 -0.165 0.670
O -1.001 0.531 -0.232
C 0.020 1.333 0.263
C 1.320 0.900 -0.425
O 2.054 0.069 0.312
C 3.134 -0.497 -0.490
C 2.671 -1.576 -1.327
N -2.728 -0.960 -0.057
O -2.767 -0.816 -1.259
O -3.421 -1.618 0.659
H -1.949 -1.268 2.435
H -0.875 0.205 2.468
H -0.156 2.379 0.088
H 0.321 1.271 1.326
H 1.915 1.827 -0.610
H 1.211 0.384 -1.341
H 3.511 0.382 -1.050
H 3.928 -0.883 0.273
H 2.153 -1.192 -2.323
H 3.509 -2.132 -1.712
H 2.065 -2.253 -0.788
O -3.894 1.386 0.655
H -3.978 2.151 0.612
H -3.696 0.870 -0.104
*
```

Löwdin population analysis, charges in e, atoms 1 to 5: C 0.136; C -0.314; O 0.004; C -0.137; C -0.268

=====

Entry 8:
Computed, not measured: C6H13NO5 in the gas phase, with ωB97M-V/def2-TZVPD.

The LUMO energy comes out at 0.472 eV. Its SMILES is N[C@@H]1[C@H](O)[C@@H](O)[C@H](O)[C@@]1(O)CO. The energy above the lowest of the compared OMol25 structures with the same formula, charge and spin comes out at 41.2 kJ/mol. As for the highest occupied orbital energy: -9.836 eV.

Geometry as ORCA input:
```
! wB97M-V def2-TZVPD RIJCOSX def2/J DEFGRID3
* xyz 0 1
N -0.535 0.713 -2.222
C -0.336 -0.191 -1.057
C -1.579 -0.069 -0.088
O -2.160 1.224 -0.153
C -0.962 -0.301 1.279
O -0.661 -1.630 1.675
C 0.318 0.544 1.191
O 0.061 1.893 1.327
C 0.913 0.120 -0.184
O 1.653 1.252 -0.638
C 1.933 -1.034 -0.101
O 1.387 -2.296 -0.278
H 0.189 1.396 -2.289
H -0.441 0.124 -3.053
H -0.327 -1.215 -1.359
H -2.381 -0.739 -0.345
H -1.873 1.484 -1.085
H -1.672 0.107 1.975
H -0.886 -1.776 2.634
H 1.040 0.373 2.038
H -0.751 2.078 0.804
H 1.134 2.054 -0.382
H 2.599 -0.897 0.807
H 2.542 -0.837 -1.018
H 0.796 -2.376 0.522
*
```

Löwdin population analysis, charges in e, atoms 1 to 5: N 0.070; C -0.186; C -0.260; O -0.044; C -0.261

=====

Entry 9:
Computed, not measured: a 2-piece molecular cluster, C6H13O overall, with ωB97M-V/def2-TZVPD.

The LUMO energy (alpha / beta) comes out at -5.323 / -3.258 eV. The energy above the lowest of the compared OMol25 structures with the same formula, charge and spin comes out at 649.3 kJ/mol. As for the highest occupied orbital energy (alpha / beta): -10.892 / -14.577 eV.

Geometry as ORCA input:
```
! wB97M-V def2-TZVPD RIJCOSX def2/J DEFGRID3
* xyz 1 1
C -0.983 -3.037 1.465
C -0.099 -2.085 1.664
C 1.348 2.118 -2.302
C -0.857 0.163 2.034
C 0.024 1.803 -2.448
C 0.554 -0.342 0.073
O -0.506 -0.874 0.983
H -0.819 -4.071 1.925
H -1.611 -2.834 0.580
H 0.567 -1.849 2.492
H 1.998 1.334 -2.171
H 1.588 2.878 -1.600
H 1.633 2.856 -3.133
H -1.538 0.900 1.473
H -1.610 -0.200 2.846
H 0.013 0.539 2.457
H -0.786 2.608 -2.461
H -0.269 0.844 -2.924
H 0.278 0.454 -0.491
H 1.075 -1.206 -0.463
*
```

Löwdin population analysis, charges in e, atoms 1 to 5: C 0.124; C -0.143; C -0.233; C 0.068; C -0.097

=====

Entry 10:
Computed, not measured: a 2-piece molecular cluster, C6H13O2 overall, with ωB97M-V/def2-TZVPD.

The LUMO energy comes out at 3.735 eV. The energy above the lowest of the compared OMol25 structures with the same formula, charge and spin comes out at 275.5 kJ/mol. As for the highest occupied orbital energy: -3.094 eV.

Geometry as ORCA input:
```
! wB97M-V def2-TZVPD RIJCOSX def2/J DEFGRID3
* xyz -1 1
C -0.312 0.475 1.732
O -1.032 1.417 1.085
C 1.213 0.632 1.459
C 1.600 -0.353 0.356
C 0.801 -0.117 -0.935
C 1.108 -2.413 -1.664
C 0.525 -1.239 -1.914
H -0.543 -0.589 1.437
H -0.499 0.526 2.832
H 1.520 1.657 1.240
H 1.836 0.360 2.338
H 2.687 -0.435 0.150
H 1.442 -1.374 0.713
H -0.119 0.387 -0.615
H 1.230 0.714 -1.520
H 1.901 -2.443 -0.925
H 0.941 -3.374 -2.028
H -0.015 -0.930 -2.802
H -2.473 1.364 0.252
H -3.254 0.442 -0.640
O -3.251 1.369 -0.390
*
```

Löwdin population analysis, charges in e, atoms 1 to 5: C -0.484; O -0.336; C -0.211; C -0.265; C -0.225

=====

Entry 11:
Computed, not measured: C6H13O3P in the gas phase, with ωB97M-V/def2-TZVPD.

The LUMO energy comes out at 0.879 eV. Its SMILES is CCO/C=C/[P@H](=O)OCC. The energy above the lowest of the compared OMol25 structures with the same formula, charge and spin comes out at 160.7 kJ/mol. As for the highest occupied orbital energy: -9.000 eV.

Geometry as ORCA input:
```
! wB97M-V def2-TZVPD RIJCOSX def2/J DEFGRID3
* xyz 0 1
C 2.416 3.087 -1.015
C 1.015 2.520 -0.887
O 1.020 1.434 0.066
C 0.942 0.168 -0.366
C 0.737 -0.821 0.589
P 0.310 -2.476 -0.108
O 0.166 -2.463 -1.567
O -1.043 -2.797 0.655
C -2.190 -1.960 0.369
C -2.509 -1.041 1.558
H 2.532 3.775 -1.794
H 2.746 3.583 -0.018
H 3.078 2.157 -1.091
H 0.645 2.142 -1.778
H 0.210 3.163 -0.533
H 0.847 -0.116 -1.389
H 0.695 -0.504 1.684
H 1.142 -3.452 0.483
H -1.967 -1.386 -0.499
H -3.001 -2.578 0.159
H -3.175 -1.573 2.239
H -1.537 -0.671 2.187
H -3.079 -0.192 1.056
*
```

Löwdin population analysis, charges in e, atoms 1 to 5: C -0.059; C -0.233; O -0.101; C -0.197; C -0.145

=====

Entry 12:
Computed, not measured: C6H13O3PS in the gas phase, with ωB97M-V/def2-TZVPD.

The LUMO energy (alpha / beta) comes out at 0.824 / -2.011 eV. As for the highest occupied orbital energy (alpha / beta): -8.418 / -6.750 eV.

Geometry as ORCA input:
```
! wB97M-V def2-TZVPD RIJCOSX def2/J DEFGRID3
* xyz 0 1
C -0.786 -0.427 -0.351
C 1.512 -1.246 -0.407
C -1.314 1.845 -0.152
C -2.239 -0.946 0.159
C 2.272 -2.451 0.115
C -1.184 3.279 0.200
O 0.135 -1.380 0.055
O -0.573 0.833 0.153
O 2.081 0.387 1.661
P 2.026 0.524 -0.002
S 3.942 0.585 -0.575
H -0.998 -0.401 -1.431
H 1.382 -1.331 -1.583
H -1.891 1.721 -1.047
H -2.409 -0.379 1.079
H -2.081 -1.936 0.403
H -3.131 -0.833 -0.376
H 3.337 -2.459 -0.103
H 1.977 -3.401 -0.360
H 2.296 -2.625 1.210
H -0.446 3.332 0.952
H -2.220 3.513 0.484
H -0.838 3.826 -0.678
H 3.031 0.612 1.888
*
```

Löwdin population analysis, charges in e, atoms 1 to 5: C -0.431; C -0.491; C -0.224; C 0.034; C -0.094

=====

no.,M (Da),calculated total energy (eV)
1,147.2,-14065.4646
2,175.3,-21938.4935
3,163.2,-16110.5424
4,163.2,-16109.1555
5,163.2,-16107.1398
6,195.2,-26944.1952
7,179.2,-18152.7821
8,179.2,-18159.5462
9,101.2,-8465.2461
10,117.2,-10526.8493
11,164.1,-21863.4153
12,196.2,-32695.6256